--- P ---
A 2-piece molecular cluster, C7H17NO overall. Source: the Open Molecules 2025 dataset; level of theory: ωB97M-V/def2-TZVPD.

Geometry as XYZ:
```
26
C7H17NO | the Open Molecules 2025 dataset | ωB97M-V/def2-TZVPD
H -1.14 2.03 -0.15
N 1.45 -1.09 -0.67
H 1.55 -0.56 1.17
H -0.97 -2.89 -1.01
C 0.30 -0.37 -1.21
H -2.04 -2.45 0.31
H 2.31 -0.72 -1.05
H -0.27 3.17 -1.17
H 1.29 1.45 -0.22
H -1.83 -0.48 -1.11
C 0.66 1.24 -1.08
H 0.95 1.88 2.42
C -0.57 2.13 -1.07
C -0.97 -0.78 -0.51
H -0.71 -0.69 2.35
H -1.24 1.89 -1.90
H 0.19 -0.52 -2.29
O 1.80 0.17 1.78
C 0.72 0.85 2.21
C -0.53 0.37 2.31
C -1.07 -2.25 -0.14
H -0.97 -0.20 0.52
H -0.31 -2.52 0.59
H 1.26 1.44 -1.96
H -1.28 0.97 2.81
H 1.41 -2.08 -0.92
```

LUMO   0.97 eV
HOMO level   -8.470 eV
Frontier orbital gap   9.4449 eV



--- Q ---
A 2-piece molecular cluster, C7H17NO overall. Source: the Open Molecules 2025 dataset; level of theory: ωB97M-V/def2-TZVPD.

Geometry as XYZ:
```
26
C7H17NO | the Open Molecules 2025 dataset | ωB97M-V/def2-TZVPD
H -0.03 2.03 -1.15
H 1.18 1.18 -2.00
H -0.94 0.45 1.90
H -3.86 -0.91 0.34
H -0.28 1.67 2.94
H -2.39 -1.83 -1.82
O 1.04 -1.00 -1.53
H 2.19 -1.71 1.19
H 1.73 1.97 1.49
H 0.45 -1.85 1.47
C -2.82 -0.74 0.05
C 0.99 1.67 -1.05
H -2.22 -1.49 0.58
C -0.33 1.35 1.90
H 1.63 0.41 1.97
H -2.46 0.20 0.45
C 1.10 -0.67 -0.34
C 1.07 1.13 1.35
H -3.17 -0.20 -2.04
N 1.07 0.66 -0.02
C 1.22 -1.73 0.70
C -2.51 -0.83 -1.44
H -0.84 2.02 1.22
H 1.24 -2.64 0.15
H 1.72 2.46 -0.97
H -1.58 -0.31 -1.56
```

LUMO   0.89 eV
HOMO level   -9.187 eV
Frontier orbital gap   10.0790 eV



--- R ---
A 2-piece molecular cluster, C7H17NO overall. Source: the Open Molecules 2025 dataset; level of theory: ωB97M-V/def2-TZVPD.

Geometry as XYZ:
```
26
C7H17NO | the Open Molecules 2025 dataset | ωB97M-V/def2-TZVPD
H 1.84 0.38 -0.33
H -1.32 -3.34 -0.79
H -0.92 2.93 -0.65
H -0.76 -1.04 3.19
C 0.70 2.52 -1.95
H 1.36 -1.07 -1.11
C -0.54 -2.63 -0.70
H -0.84 0.71 3.49
H 0.46 -3.04 -0.73
H -0.45 -2.48 1.35
C -0.87 -0.07 2.73
H -1.47 2.45 -2.19
N 0.22 -0.61 0.54
H -1.73 0.26 2.14
O 1.24 0.79 1.99
C 1.53 -0.64 -0.13
C 0.34 -0.01 1.81
H -1.70 -1.39 0.59
H -0.73 1.22 -1.04
C -0.70 2.23 -1.45
H 1.41 2.33 -1.14
H 2.31 -1.10 0.48
C -0.69 -1.77 0.57
H 0.89 3.54 -2.28
H 1.04 1.89 -2.77
H -0.64 -2.07 -1.64
```

LUMO   0.78 eV
HOMO level   -9.297 eV
Frontier orbital gap   10.0744 eV



Most stable of them? Q.